[1]
71
Properties=species:S:1:pos:R:3:forces:R:3:mulliken_charge:R:1 method="wB97M-V/def2-TZVPD" lumo_energy_ev="-7.44 / -7.46" homo_lumo_gap_ev="5.8533 / 5.8168" multiplicity=1 total_charge=+2
Pb -1.5020 1.8863 -2.8168 0.6 -1.1 0.2 1.008
C 3.2443 -3.8301 -0.5406 0.7 0.1 0.1 0.786
C 2.2887 -3.8284 0.5073 0.0 0.0 0.4 0.841
C 1.1805 -4.2118 -1.4630 0.0 0.0 -0.2 0.902
C 2.5683 -4.1454 -1.7439 0.0 -0.1 -0.5 0.171
C 1.0077 -4.0161 -0.0693 -0.1 -0.2 -0.2 0.621
C 4.7031 -3.5813 -0.4308 0.2 0.2 0.2 -1.833
H 4.9478 -3.1528 0.5511 0.1 -0.2 -0.4 0.374
H 5.0470 -2.8782 -1.2104 -0.1 -0.3 0.3 0.484
H 5.2732 -4.5202 -0.5485 -0.2 0.3 0.0 0.429
C 3.2176 -4.4466 -3.0428 0.0 0.2 -0.2 -1.438
H 4.1449 -3.8708 -3.1719 -0.3 -0.2 0.0 0.389
H 2.5421 -4.2251 -3.8781 0.2 -0.1 0.1 0.389
H 3.4796 -5.5202 -3.0916 -0.1 0.3 0.0 0.326
C 0.1261 -4.4910 -2.4573 -0.3 0.1 0.1 -1.575
H 0.1750 -5.5415 -2.7749 0.0 0.2 0.0 0.347
H 0.2381 -3.8488 -3.3389 0.1 -0.2 0.1 0.369
H -0.8609 -4.2993 -2.0318 0.1 -0.1 -0.1 0.346
C -0.2638 -4.0915 0.6681 -0.3 0.2 0.2 -1.555
H -0.4434 -5.1087 1.0454 0.1 0.1 -0.1 0.351
H -1.0990 -3.8137 0.0235 0.0 -0.1 0.1 0.438
H -0.2549 -3.4117 1.5252 0.0 -0.2 0.0 0.298
C 2.5562 -3.7345 1.9545 0.1 0.0 0.2 -1.522
H 2.2417 -4.6541 2.4725 0.1 0.2 -0.1 0.416
H 1.9777 -2.9060 2.3848 0.0 -0.2 0.0 0.257
H 3.6185 -3.5707 2.1579 -0.2 -0.1 0.0 0.405
C 2.6655 0.7592 0.0978 1.0 -0.1 0.1 -0.919
C 3.2066 -0.2182 0.8381 0.0 1.2 -0.1 -0.717
C 3.1352 -0.3333 2.3260 -0.2 -0.6 0.4 -0.390
C 1.8115 0.0307 2.9735 -0.3 -0.9 1.1 -1.260
C 0.6728 -0.6743 2.3004 -2.3 0.7 1.1 -0.846
C 0.0501 -0.4899 1.1347 -1.0 0.8 0.3 -0.193
C 0.2256 0.7123 0.2314 0.2 -0.8 -1.2 2.093
C 1.4603 1.5707 0.4888 0.6 0.1 0.2 -0.399
H 3.8935 0.3009 2.8145 0.2 -0.5 -0.4 0.429
H 1.6283 1.0907 3.1816 0.2 -0.2 -0.3 0.481
H 3.3245 -1.4060 2.5551 0.2 1.0 0.3 0.191
H 1.4886 1.8924 1.5400 0.0 0.1 -0.6 0.247
H 3.1804 1.0660 -0.8294 -0.8 -0.8 0.0 0.371
H 3.8892 -0.9157 0.3943 0.7 0.2 -0.4 0.578
H 1.4838 2.4673 -0.1382 -0.4 0.0 0.1 0.390
H 0.3053 0.2774 -0.7886 -0.1 0.6 0.3 -1.137
H -0.8828 -1.0825 0.9245 1.0 0.6 0.3 0.404
H -0.6836 1.3460 0.2475 0.1 -0.6 0.3 -0.423
H 1.8076 -0.4294 3.9826 0.3 0.4 -0.3 0.390
H -0.0032 -1.0903 3.0738 0.7 -1.1 -0.7 0.504
P -1.8709 3.6520 -0.4156 1.2 1.7 0.5 0.786
P -4.7042 2.8899 -0.7186 -1.6 1.3 0.9 0.265
C -3.0664 5.0431 -0.0485 -0.9 0.1 -0.3 -0.871
C -4.4458 4.7463 -0.6393 0.0 -0.3 -0.5 -0.981
H -2.6737 5.9884 -0.4527 0.1 -0.3 0.2 0.484
H -3.1462 5.1723 1.0452 0.2 -0.3 -0.5 0.439
H -5.2637 5.1953 -0.0477 0.4 -0.2 -0.3 0.544
H -4.5392 5.1255 -1.6687 0.1 0.0 0.3 0.445
C -6.3940 2.9821 -1.3828 -0.3 -0.4 -0.4 -1.152
H -6.8672 2.0033 -1.2924 -0.1 0.0 -0.1 0.387
H -6.3490 3.2560 -2.4366 -0.1 -0.1 -0.1 0.374
H -7.0148 3.7122 -0.8575 0.2 0.0 0.0 0.372
C -5.2367 2.7666 1.0723 0.3 -0.6 0.0 -1.180
H -5.9197 3.5908 1.3397 0.3 -0.3 -0.3 0.374
H -4.3788 2.7793 1.7614 -0.3 -0.1 -0.1 0.267
H -5.7873 1.8221 1.1981 0.3 0.2 0.1 0.410
C -0.7472 4.6032 -1.5426 0.0 -0.1 0.2 -1.759
H 0.2019 4.0595 -1.6894 -0.2 0.3 -0.1 0.440
H -0.5445 5.5831 -1.0861 0.1 -0.2 -0.4 0.483
H -1.2646 4.7568 -2.5047 0.3 0.2 0.1 0.512
C -1.0039 3.8647 1.1766 0.6 -0.7 0.5 -0.946
H -1.7061 3.7323 2.0042 0.0 -0.1 -0.2 0.401
H -0.5798 4.8685 1.2757 -0.1 0.0 -0.2 0.479
H -0.2003 3.1423 1.3095 0.0 0.1 0.1 -0.069
I 0.6887 -0.3976 -3.4272 -1.2 1.2 0.2 -0.325



[2]
74
Properties=species:S:1:pos:R:3:forces:R:3:lowdin_spin:R:1 method="wB97M-V/def2-TZVPD" de_lowest_kcal_mol=2.8 lumo_energy_ev="-12.44 / -12.43" homo_lumo_gap_ev="3.2719 / 3.2987" multiplicity=2 total_charge=+3
Ti 0.0891 -0.2619 -0.3552 -0.4 -1.9 0.3 0.919
P 0.8317 -2.7127 -0.7404 0.5 -0.3 -0.3 0.005
P 2.5095 0.2227 0.0772 1.2 -0.1 -0.1 0.037
P -2.2696 0.8161 -0.2191 -0.9 0.3 -0.1 0.006
H 1.4410 4.1536 2.5437 -0.3 -0.1 -0.3 0.000
C 0.5448 4.1791 1.9037 0.0 -1.0 1.1 0.001
C -0.6512 4.4838 2.7046 1.6 0.6 -1.5 0.002
H -0.5566 4.6262 3.7798 -0.3 -0.2 0.0 0.000
C 2.0281 -2.9171 -2.1020 0.0 0.0 -0.1 0.004
C 1.4476 -3.9393 0.4653 -0.1 0.0 0.1 0.000
C -0.6304 -3.5475 -1.4458 -0.1 -0.1 0.0 0.002
C 2.9533 1.6797 1.0766 -0.1 0.3 0.1 0.009
C 3.4818 -1.0804 0.9318 -0.2 0.0 0.2 0.010
C 3.4488 0.4674 -1.4736 -0.1 0.2 0.0 0.000
C -2.4790 2.3818 0.6830 -0.1 0.5 0.2 0.006
C -3.5501 -0.2369 0.5554 0.2 -0.2 0.1 -0.001
C -3.0179 1.1559 -1.8468 0.1 0.1 -0.1 0.000
H 0.7099 4.8922 1.0743 -0.5 -0.2 0.0 0.000
H -1.5750 4.7414 2.1937 -0.3 -0.2 0.2 0.000
H 2.0001 -3.9723 -2.4055 0.2 0.3 0.0 0.000
H 3.0449 -2.6559 -1.7849 -0.2 -0.1 -0.1 0.000
H 1.7459 -2.2896 -2.9553 0.1 -0.1 0.1 0.000
H 1.3341 -4.9396 0.0234 0.1 0.2 0.2 0.000
H 0.8712 -3.8889 1.3966 0.3 -0.2 -0.2 0.000
H 2.5046 -3.7509 0.6926 -0.3 -0.1 0.0 0.000
H -0.3138 -4.5515 -1.7576 -0.3 0.2 0.0 0.000
H -1.0114 -2.9953 -2.3131 0.1 -0.2 0.3 0.000
H -1.4413 -3.6370 -0.7116 0.1 -0.1 -0.3 0.000
H 3.9996 1.5974 1.4007 -0.3 0.2 -0.1 0.001
H 2.3144 1.7377 1.9667 0.3 -0.1 -0.1 0.000
H 2.8213 2.5962 0.4899 0.1 -0.1 0.0 0.000
H 4.3537 -0.6091 1.4057 -0.2 -0.2 -0.2 0.001
H 3.8259 -1.8560 0.2369 -0.1 0.3 0.1 0.000
H 2.8737 -1.5495 1.7134 0.2 0.1 -0.1 0.000
H 4.4775 0.7717 -1.2368 -0.2 -0.1 -0.1 0.000
H 2.9676 1.2529 -2.0687 0.2 -0.1 0.0 0.000
H 3.4712 -0.4526 -2.0702 -0.1 0.2 0.2 0.000
H -3.5240 2.7174 0.6216 0.3 0.0 0.0 0.001
H -1.8229 3.1513 0.2584 -0.2 -0.1 -0.2 0.001
H -2.2020 2.2533 1.7356 -0.2 -0.2 -0.1 0.000
H -4.5479 0.1215 0.2632 0.3 -0.1 0.1 0.000
H -3.4561 -0.2098 1.6479 0.0 0.0 -0.2 0.000
H -3.4284 -1.2748 0.2198 -0.1 0.2 0.0 0.000
H -4.0706 1.4467 -1.7187 0.3 0.0 0.0 0.000
H -2.9644 0.2579 -2.4760 0.0 0.2 0.1 0.000
H -2.4674 1.9612 -2.3486 -0.2 -0.2 0.0 0.000
C -0.0825 -0.0368 -3.4107 -0.2 0.5 -1.7 0.001
C -0.3629 -0.9940 -4.4010 0.0 0.5 0.4 -0.004
C -0.4615 -0.5815 -5.7306 0.1 0.1 0.1 0.001
C -0.2717 0.7618 -6.0733 0.0 -0.2 0.1 -0.004
C 0.0252 1.7045 -5.0865 0.1 0.0 0.1 0.001
C 0.1381 1.3150 -3.7541 -0.2 -0.8 0.1 -0.001
O -0.0709 -0.3986 -2.1071 0.3 0.5 0.5 -0.015
H 0.4651 3.1208 1.4064 -0.2 1.8 0.5 0.003
H -0.5173 -2.0337 -4.1047 0.0 0.3 -0.3 0.000
H -0.6907 -1.3219 -6.4989 0.1 0.3 0.2 0.000
H -0.3560 1.0733 -7.1146 0.0 -0.1 0.3 0.000
H 0.1749 2.7535 -5.3426 0.0 -0.3 0.0 0.000
H 0.3654 2.0256 -2.9553 -0.1 -0.1 -0.3 0.002
N -1.2920 -2.4290 3.2344 0.2 0.0 0.0 0.001
C -1.0226 -2.3172 1.9202 0.3 1.1 0.8 0.001
N -0.5120 -1.1106 1.6404 0.2 -0.4 -0.2 0.001
C -0.4527 -0.4033 2.8583 -0.8 -0.3 -0.5 0.001
C -0.2966 0.9681 3.0814 0.0 0.0 0.3 0.003
C -0.7058 1.4789 4.3177 0.5 -0.4 -0.9 0.000
C -1.1986 0.6334 5.3256 -0.2 -0.6 0.2 0.000
C -1.3421 -0.7448 5.1021 0.3 0.6 0.6 0.000
C -0.9578 -1.2265 3.8604 -0.7 -0.1 -0.3 0.000
H -1.7001 -3.2371 3.6965 0.1 0.2 -0.2 0.000
H -1.2249 -3.1180 1.2162 0.1 0.3 0.2 0.000
H 0.1002 1.5939 2.2788 -0.2 -0.3 0.4 0.004
H -0.6449 2.5557 4.4789 0.1 -0.3 0.3 0.000
H -1.4770 1.0684 6.2871 0.0 -0.2 -0.3 0.000
H -1.7398 -1.4366 5.8432 0.0 0.4 0.0 0.000